Computed, not measured: a structure of composition C28H49N2OP3STl at a distorted geometry, with ωB97M-V/def2-TZVPD.

CARTESIAN COORDINATES (ANGSTROEM)
1 Tl 0.631 -4.124 -3.665
2 P -0.858 2.604 0.898
3 P -2.957 -0.335 -1.306
4 P 2.773 1.699 -1.203
5 H 0.508 -2.395 -7.112
6 C 1.514 -2.404 -6.670
7 C 1.902 -3.413 -5.852
8 H 1.326 -4.360 -5.916
9 C -1.603 4.175 0.289
10 C -2.262 2.028 1.944
11 C 0.176 3.301 2.257
12 C -3.563 -1.653 -2.451
13 C -4.300 -0.401 -0.027
14 C -3.559 1.169 -2.214
15 C 4.205 1.239 -2.191
16 C 3.131 1.451 0.538
17 C 2.475 3.481 -1.397
18 H 2.146 -1.559 -6.971
19 H 2.789 -3.350 -5.213
20 H -1.900 4.818 1.126
21 H -2.478 3.944 -0.330
22 H -0.862 4.695 -0.329
23 H -2.414 2.703 2.799
24 H -2.020 1.022 2.316
25 H -3.180 1.977 1.343
26 H -0.435 3.957 2.893
27 H 1.010 3.874 1.829
28 H 0.579 2.478 2.863
29 H -4.666 -1.725 -2.431
30 H -3.125 -2.611 -2.113
31 H -3.205 -1.452 -3.476
32 H -5.129 0.261 -0.320
33 H -3.876 -0.059 0.930
34 H -4.655 -1.435 0.083
35 H -4.648 1.132 -2.348
36 H -3.053 1.227 -3.184
37 H -3.284 2.051 -1.613
38 H 4.982 1.976 -1.987
39 H 3.964 1.238 -3.259
40 H 4.551 0.236 -1.928
41 H 4.217 1.508 0.666
42 H 2.760 0.475 0.870
43 H 2.657 2.225 1.154
44 H 3.453 3.980 -1.358
45 H 1.855 3.879 -0.583
46 H 2.001 3.734 -2.353
47 C 0.523 -0.478 -3.994
48 C 0.558 0.746 -4.713
49 C -0.552 1.087 -5.507
50 C -1.623 0.192 -5.713
51 C -1.528 -1.102 -5.183
52 C -0.342 -1.444 -4.572
53 S 1.439 -0.818 -2.582
54 H 1.781 0.439 -1.578
55 H 1.459 1.354 -4.683
56 H -0.603 2.044 -6.013
57 H -2.481 0.483 -6.313
58 H -2.245 -1.895 -5.335
59 H 0.067 -2.353 -5.026
60 C -0.465 -1.889 6.048
61 N -0.578 -1.917 4.600
62 N 0.377 -1.463 3.777
63 C -0.055 -1.571 2.439
64 O 0.647 -1.218 1.485
65 C -1.387 -2.106 2.552
66 C -1.652 -2.308 3.881
67 C -2.865 -2.811 4.564
68 C 1.694 -1.189 4.226
69 C 2.400 -2.143 4.969
70 C 3.682 -1.832 5.407
71 C 4.251 -0.602 5.067
72 C 3.555 0.328 4.284
73 C 2.272 0.027 3.847
74 H 0.448 -1.371 6.359
75 H -0.446 -2.914 6.449
76 H -1.328 -1.365 6.484
77 H -2.025 -2.303 1.711
78 H -3.465 -3.415 3.865
79 H -2.632 -3.448 5.436
80 H -3.515 -1.987 4.918
81 H 1.914 -3.094 5.204
82 H 4.216 -2.557 6.014
83 H 5.268 -0.377 5.378
84 H 3.992 1.294 4.022
85 H 1.670 0.713 3.232

Calculated values
**HOMO energy (spin up / spin down)**: -14.63 / -14.63 eV
**LUMO level (spin up / spin down)**: -10.2 / -10.4 eV
**Maximum force**: 3.66 eV/A
**Total charge**: +3
**Orbital gap (spin up / spin down)**: 4.43 / 4.23 eV
**Calculated total energy**: -2874.6629 hartree

Now the Löwdin charges, all in e:
1. Tl 1.05
2. P 0.75
3. P 0.77
4. P 0.82
5. H 0.09
6. C 0.01
7. C -0.23
8. H 0.02
9. C -0.30
10. C -0.31
11. C -0.32
12. C -0.32
13. C -0.31
14. C -0.30
15. C -0.23
16. C -0.24
17. C -0.20
18. H 0.10
19. H 0.07
20. H 0.05
21. H 0.03
22. H 0.03
23. H 0.05
24. H 0.01
25. H 0.03
26. H 0.05
27. H 0.03
28. H 0.01
29. H 0.06
30. H 0.03
31. H -0.01
32. H 0.05
33. H -0.01
34. H 0.04
35. H 0.05
36. H 0.02
37. H 0.01
38. H 0.07
39. H 0.05
40. H 0.06
41. H 0.07
42. H 0.04
43. H 0.04
44. H 0.07
45. H 0.03
46. H 0.06
47. C -0.62
48. C -0.04
49. C -0.01
50. C 0.00
51. C -0.07
52. C -0.25
53. S 0.77
54. H -0.14
55. H 0.12
56. H 0.13
57. H 0.14
58. H 0.13
59. H -0.04
60. C 0.05
61. N 0.01
62. N 0.09
63. C -0.34
64. O 0.13
65. C 0.13
66. C -0.22
67. C 0.01
68. C -0.20
69. C -0.01
70. C -0.03
71. C -0.03
72. C -0.04
73. C -0.01
74. H 0.11
75. H 0.13
76. H 0.13
77. H 0.13
78. H 0.11
79. H 0.10
80. H 0.12
81. H 0.13
82. H 0.13
83. H 0.12
84. H 0.12
85. H 0.09